The following is a DFT calculation (ωB97M-V/def2-TZVPD) of C4H5NO in the gas phase.

For the HOMO energy, the calculation gives -8.04 eV. Its largest force on an atom is 9.9 eV/Å. The value obtained for the total energy is -7763.284 eV. The relative energy (zero: lowest compared OMol25 entry of this formula, charge and spin) is 3.242 eV.

Atoms and positions in Å:
O1 2.2394 -0.2848 -0.2466
N1 -1.3323 -0.5648 -0.2003
C1 -0.1294 -1.2017 0.0520
C2 -1.1194 0.6581 -0.0690
C3 0.2537 1.1118 0.0444
C4 0.9213 -0.2238 0.2591
H1 -2.1365 1.1652 -0.0732
H2 2.5278 0.5825 0.1682
H3 0.7720 2.1086 -0.1073
H4 -2.2694 -1.0079 0.0658
H5 0.2729 -2.3431 0.1070

Cartesian forces, eV/Å:
-0.367 1.064 2.789
-0.222 -8.179 1.783
5.200 -2.579 0.998
-0.296 9.937 -0.004
-1.930 -2.891 0.687
-3.470 1.421 -4.197
1.869 0.584 -0.041
0.514 -1.605 -1.065
-1.198 -1.426 0.405
2.046 0.915 -0.800
-2.146 2.758 -0.555

---

The following is a DFT calculation (ωB97M-V/def2-TZVPD) of a molecular structure, C21H50AsBrFO4S5.

For the HOMO energy, the calculation gives -3.81 eV. Its largest force on an atom is 1.8 eV/Å. The charge is -1. The value obtained for the total energy is -218546.426 eV.

Atoms and positions in Å:
Br1 -1.6266 3.7041 -1.5675
As1 1.7488 0.8487 1.2797
S1 -2.7420 2.3972 -5.0449
S2 -1.4588 -0.0402 1.1383
S3 -5.7478 -1.6491 -3.5765
S4 2.2199 0.2865 -2.0269
S5 1.6934 -3.0633 6.4657
F1 0.1859 1.7245 3.5825
O1 -4.6226 -2.5920 -3.3480
O2 2.1607 -3.4728 1.7253
O3 -4.0480 2.3301 -4.3334
O4 2.1446 -1.6537 6.5346
C1 -5.4286 -0.1704 -2.6179
C2 0.3707 -3.2452 7.6704
C3 2.9006 -4.0491 7.3637
C4 2.8433 1.0606 -0.5105
C5 0.9243 0.5916 3.1601
C6 1.8146 -2.1354 2.0558
C7 -5.4609 -0.8809 -5.1751
C8 3.3583 -1.9621 -3.1336
C9 -2.5774 -0.9972 0.0422
C10 -1.9601 -1.7669 -1.1185
C11 1.9310 0.3185 4.2766
C12 -2.3735 4.1358 -5.2795
C13 -0.1619 4.3985 -0.4718
C14 0.1091 0.1057 0.2407
C15 0.8374 2.6808 1.0943
C16 -3.0768 2.0418 -6.7774
C17 0.8709 -2.9306 1.2679
C18 3.3830 1.7964 2.1451
C19 3.6904 -0.5269 -2.7406
C20 0.9348 3.3505 -0.2793
C21 2.6142 -1.0365 1.3788
H1 -0.2286 2.5794 1.3024
H2 2.7723 -2.4120 -2.3371
H3 -3.2304 4.6270 -5.7417
H4 3.9222 2.3599 1.3801
H5 -3.3746 0.9982 -6.8518
H6 4.2534 -2.5525 -3.3111
H7 2.5449 -5.0765 7.4434
H8 -6.1749 0.5823 -2.8705
H9 -2.1695 2.2042 -7.3590
H10 -6.1917 -0.0886 -5.3349
H11 -5.5716 -1.6508 -5.9367
H12 -1.4854 4.2336 -5.9041
H13 -1.6460 -2.7571 -0.8009
H14 3.1601 2.0825 -0.7054
H15 -3.3638 -0.3354 -0.3159
H16 -3.0603 -1.7146 0.7017
H17 0.7049 -2.8665 8.6366
H18 0.1989 5.2918 -0.9696
H19 0.9321 -2.8447 0.1950
H20 3.0729 2.5233 2.8913
H21 -2.7221 -1.9267 -1.8831
H22 -4.4511 -0.4740 -5.1920
H23 1.4366 -0.2310 5.0709
H24 -4.4310 0.2096 -2.8326
H25 3.8271 -4.0250 6.7944
H26 0.3103 -0.8277 -0.2618
H27 1.2051 3.3972 1.8279
H28 -2.1798 4.5592 -4.2963
H29 -5.5094 -0.4299 -1.5637
H30 3.7642 0.5260 -0.2825
H31 -0.0743 0.8383 -0.5457
H32 2.2745 1.2504 4.7143
H33 3.0595 -3.6162 8.3516
H34 2.7645 -0.2929 3.9495
H35 -0.4741 -2.6594 7.3152
H36 4.4686 -0.4966 -1.9848
H37 -3.8834 2.6841 -7.1323
H38 -1.1470 -1.2387 -1.6015
H39 0.0717 -3.4757 1.7445
H40 2.7267 -1.9598 -4.0193
H41 3.5513 -0.9941 1.9406
H42 4.0012 0.0480 -3.6094
H43 0.0863 -4.2952 7.7429
H44 4.1148 1.1037 2.5561
H45 0.2167 -0.2349 3.1913
H46 0.8422 2.6292 -1.0871
H47 2.8254 -1.4209 0.3809
H48 1.8863 3.8726 -0.3742
H49 -0.6269 4.6815 0.4642
H50 1.5506 -1.9831 3.0901

Cartesian forces, eV/Å:
-0.190 0.031 -0.021
0.115 0.682 0.493
0.149 -0.036 0.108
0.235 -0.296 0.247
-0.116 0.066 0.001
-0.054 0.019 0.061
-0.049 -0.040 -0.173
-0.136 0.091 -0.071
0.034 -0.052 -0.028
-0.111 -0.142 0.179
-0.127 -0.047 -0.099
0.114 -0.227 0.391
0.055 0.054 0.157
-0.041 -0.038 0.091
0.035 -0.053 0.080
0.256 -0.282 -0.394
0.483 -0.182 0.430
-0.337 0.883 -0.819
0.004 -0.004 -0.131
-0.213 0.348 0.123
0.059 -0.008 -0.039
-0.528 0.010 -0.147
-0.594 0.017 -0.072
0.001 0.119 -0.043
0.228 -0.002 -0.009
-0.686 0.157 -0.231
-0.180 0.447 -0.533
-0.040 0.033 -0.081
1.428 -0.986 0.307
0.263 -0.030 -0.469
-0.347 0.050 -0.010
-0.289 0.145 0.397
-0.376 -0.903 0.910
-0.059 -0.397 0.154
0.068 -0.217 0.132
-0.021 -0.038 0.004
-0.096 0.077 -0.162
0.011 -0.015 0.023
0.094 -0.092 -0.139
0.001 -0.002 -0.019
0.014 0.018 -0.015
0.012 -0.011 0.007
0.016 0.020 0.011
-0.005 -0.028 0.025
0.017 -0.012 0.017
0.374 -0.033 0.045
-0.249 0.185 -0.027
0.062 0.216 -0.109
-0.134 -0.020 0.118
0.025 0.021 -0.017
-0.091 0.072 -0.201
-0.643 0.233 -0.188
-0.120 -0.112 0.243
-0.072 -0.071 -0.003
0.008 0.005 0.054
0.015 0.044 0.074
-0.001 0.009 -0.041
-0.008 0.020 -0.030
0.268 -0.220 0.124
0.166 -0.101 0.228
0.015 -0.040 0.020
-0.015 -0.066 -0.016
0.026 -0.118 0.229
0.138 0.070 -0.129
0.292 0.134 -0.156
-0.011 0.032 -0.012
0.223 0.095 -0.041
0.013 0.016 -0.032
0.141 0.028 0.056
-0.008 0.007 0.034
0.220 0.050 0.019
-0.480 0.282 -0.180
0.015 -0.136 -0.167
0.185 0.308 -0.197
0.290 0.026 -0.055
-0.009 0.000 -0.016
-0.024 -0.079 0.263
-0.214 0.017 -0.454
0.272 -0.050 -0.149
0.031 0.232 -0.213
0.190 -0.090 -0.164
-0.062 0.017 0.118
0.077 -0.112 0.327

---

The following is a DFT calculation (ωB97M-V/def2-TZVPD) of a molecular structure, C20H36BCdN3O4.

For the HOMO energy, the calculation gives -8.05 eV. Its largest force on an atom is 1.3 eV/Å. The value obtained for the total energy is -39229.031 eV. The relative energy (zero: lowest compared OMol25 entry of this formula, charge and spin) is 0.084 eV.

Atoms and positions in Å:
Cd1 9.4254 10.8810 8.4986
O1 8.6602 7.8218 9.0508
O2 6.9638 8.9803 8.0358
O3 9.3773 13.0084 8.1273
O4 8.4474 14.9775 8.6671
N1 11.7147 10.5451 8.3138
N2 10.4610 10.6567 10.9043
N3 9.9954 11.4855 6.1747
C1 11.7320 13.7737 11.6597
C2 11.1781 13.9557 10.4036
C3 12.0611 9.5985 9.3536
C4 10.9632 13.4283 12.7617
C5 9.7941 13.8546 10.2765
C6 8.9754 13.5446 11.3762
C7 11.5740 13.1852 14.1043
C8 11.8509 10.2583 10.7298
C9 7.7273 5.5935 9.2342
C10 6.4820 7.6208 8.3042
C11 11.4143 11.2392 5.9799
C12 12.0015 14.4088 9.2265
C13 9.5775 13.3379 12.6146
C14 7.4729 13.3938 11.1780
C15 5.5659 7.1618 7.2263
C16 5.7409 7.7376 9.6375
C17 11.9032 10.1512 6.9226
C18 7.7924 6.8476 8.4290
C19 9.1430 14.0050 8.9127
C20 8.3872 6.5467 7.0667
B1 8.2229 9.0604 8.5994
H1 11.4080 8.7475 9.2512
H2 7.2876 12.7414 10.3043
H3 12.4550 11.1607 10.7823
H4 11.9491 12.1532 6.2094
H5 9.4381 6.2593 7.1339
H6 5.2240 6.8298 9.9155
H7 6.9804 13.0008 12.0573
H8 13.0853 9.2241 9.2082
H9 11.6659 12.0962 14.3445
H10 7.0196 4.8991 8.7708
H11 9.7620 12.4648 6.3189
H12 4.6052 7.6551 7.2857
H13 13.0071 14.7040 9.5437
H14 6.4209 7.9647 10.4711
H15 5.9988 7.3541 6.2460
H16 12.2498 9.5604 11.4975
H17 12.0715 13.6108 8.5004
H18 12.8222 13.8634 11.7835
H19 8.7128 5.0846 9.2417
H20 12.5796 13.5844 14.2168
H21 11.5073 15.2441 8.7789
H22 8.3243 7.4205 6.4292
H23 7.4590 5.7440 10.2816
H24 9.8856 9.8919 11.2136
H25 10.3793 11.4002 11.5804
H26 6.9777 14.3318 10.9264
H27 12.2523 11.3887 8.4839
H28 11.3605 9.1826 6.7804
H29 5.3603 6.0739 7.2789
H30 5.0256 8.5726 9.5839
H31 8.9654 13.0014 13.4568
H32 12.9539 9.9513 6.7117
H33 9.4087 11.1784 5.4258
H34 11.6761 10.9753 4.9489
H35 7.8999 5.7341 6.5238
H36 10.9698 13.6290 14.9034

Cartesian forces, eV/Å:
-0.554 0.085 0.253
0.100 0.042 -0.079
0.033 -0.637 -0.060
-0.127 0.714 0.125
0.263 -0.098 -0.099
0.218 0.786 -0.257
0.304 -0.129 -0.135
-0.142 0.215 -0.333
0.835 -0.255 0.233
-0.464 0.510 0.119
0.344 -0.011 0.126
-0.273 0.230 0.107
-0.381 -0.107 0.143
-0.184 0.168 -0.239
0.190 -0.813 0.835
0.459 -0.733 -0.219
0.495 -0.967 0.553
-0.136 0.784 1.060
-0.193 -0.223 -0.072
0.367 -0.513 0.853
-0.117 -0.356 -0.159
0.393 -0.037 -0.579
-0.293 -0.801 -0.829
0.107 0.382 0.442
0.052 -1.106 0.054
0.280 -0.042 -0.222
-0.218 0.011 0.406
0.269 -0.271 -0.709
-0.165 0.323 -0.075
-0.388 -0.484 0.035
-0.042 0.079 0.469
0.135 0.142 0.019
0.260 0.265 0.059
-0.009 0.105 0.295
-0.295 -0.312 -0.095
0.004 -0.277 0.190
0.022 0.115 0.341
-0.192 0.677 -0.256
-0.016 0.040 0.133
0.187 -0.103 0.222
-0.182 0.265 0.008
-0.152 -0.052 -0.098
-0.003 0.004 -0.330
-0.062 0.057 -0.046
-0.328 0.335 -0.230
0.068 -0.129 -0.402
-0.466 0.041 -0.035
-0.443 0.320 -0.098
0.065 0.149 -0.240
-0.184 0.567 -0.520
0.070 0.265 -0.135
-0.135 0.144 -0.147
-0.149 -0.309 0.071
-0.034 0.225 0.090
0.253 0.158 0.017
-0.083 0.193 -0.050
0.220 0.752 -0.074
0.201 0.452 0.158
0.153 -0.374 -0.115
0.151 0.298 -0.145
0.286 -0.114 -0.058
-0.093 -0.500 -0.475
-0.071 -0.026 0.116
-0.242 -0.026 0.232
0.032 -0.091 -0.151

---

The following is a DFT calculation (ωB97M-V/def2-TZVPD) of a gas-phase ion, C5H10NO2 (charge -1).

For the HOMO energy, the calculation gives -2.28 eV. Its largest force on an atom is 4.0 eV/Å. The charge is -1. The value obtained for the total energy is -10929.590 eV. The relative energy (zero: lowest compared OMol25 entry of this formula, charge and spin) is 4.675 eV.

Atoms and positions in Å:
O1 -2.2622 -0.5122 1.4407
O2 1.3013 0.4575 2.2844
N1 -0.3579 -0.7145 -1.4419
C1 0.4656 1.3227 1.9048
C2 -1.8824 -0.2550 0.3373
C3 0.8055 -1.5761 -1.6840
C4 -0.3747 -0.2941 -0.0180
C5 0.3610 1.0510 0.2014
H1 0.0127 -1.0956 0.7427
H2 -0.6536 1.2291 2.1653
H3 0.8821 2.4189 2.0344
H4 1.3635 1.1595 -0.2294
H5 -2.5761 0.2462 -0.3425
H6 1.3885 -1.4632 -2.5706
H7 -0.1955 1.7639 -0.2568
H8 1.5160 -1.2778 -0.7695
H9 -0.3406 0.1291 -2.1016
H10 0.5468 -2.5895 -1.6968

Cartesian forces, eV/Å:
-0.832 -0.885 0.679
1.484 -2.180 2.190
0.307 0.505 -1.735
-0.453 1.361 -3.439
1.974 1.765 0.686
1.603 2.276 2.913
-0.366 -0.533 0.446
0.213 -1.315 2.786
-0.222 1.289 -1.747
0.920 0.481 0.415
-1.180 -0.705 -0.241
0.012 -0.778 0.263
-0.232 -0.159 -0.845
0.105 0.836 -0.959
-2.141 2.608 -1.620
-0.820 -1.377 -2.040
0.111 -1.515 1.671
-0.481 -1.676 0.580

---

Number 1: HOMO-LUMO gap 8.863 eV. Number 2: HOMO-LUMO gap 5.825 eV. Number 3: HOMO-LUMO gap 8.583 eV. Number 4: HOMO-LUMO gap 6.111 eV.